(1)
C24H23N4O2Pd as an isolated structure. Source: the OMol25 dataset; level of theory: ωB97M-V/def2-TZVPD.

Each line ends with the Löwdin charge.
Atoms and positions in Å:
1 Pd -0.105 0.061 -1.113  1.0497
2 C 1.454 -0.471 -5.156  0.0100
3 C 1.426 -0.245 -3.681  -0.3821
4 O 0.529 -0.730 -3.003  -0.0241
5 C 2.528 0.579 -3.133  0.0501
6 C 2.753 1.033 -1.896  -0.2347
7 C 3.988 1.802 -1.552  -0.0237
8 N 1.833 0.769 -0.812  -0.0190
9 N 2.395 0.856 0.289  0.1461
10 C 1.547 0.552 1.442  -0.3530
11 O 0.517 -0.054 1.301  0.0661
12 C 2.083 1.042 2.713  -0.1570
13 C 1.300 0.869 3.858  -0.0011
14 C 1.762 1.321 5.078  -0.0493
15 C 3.005 1.943 5.161  -0.0472
16 C 3.786 2.117 4.027  -0.0566
17 C 3.329 1.668 2.800  -0.0184
18 H 0.537 -0.956 -5.477  0.0972
19 H 2.309 -1.104 -5.406  0.1091
20 H 1.591 0.475 -5.682  0.1031
21 H 3.292 0.824 -3.860  0.1275
22 H 4.578 1.973 -2.447  0.0904
23 H 4.589 1.258 -0.825  0.0892
24 H 3.728 2.762 -1.103  0.0977
25 H 0.336 0.386 3.771  0.1240
26 H 1.160 1.192 5.966  0.1143
27 H 3.365 2.294 6.119  0.1149
28 H 4.751 2.598 4.102  0.1124
29 H 3.938 1.794 1.916  0.1023
30 C -2.041 -2.134 -1.630  -0.1498
31 N -1.889 -0.713 -1.312  -0.1225
32 C -2.893 0.063 -1.039  -0.0319
33 C -2.598 1.375 -0.632  -0.3157
34 C -3.323 2.529 -0.335  -0.0238
35 C -2.379 3.523 -0.073  -0.0778
36 C -1.116 2.939 -0.222  -0.1433
37 N -1.252 1.651 -0.556  -0.0748
38 C -2.642 -2.919 -0.489  -0.2325
39 C -3.771 -3.699 -0.690  -0.0428
40 C -4.320 -4.424 0.362  -0.0720
41 C -3.743 -4.365 1.619  -0.0778
42 C -2.614 -3.580 1.827  -0.0704
43 C -2.066 -2.861 0.778  -0.0395
44 H -1.047 -2.514 -1.871  0.1101
45 H -2.642 -2.247 -2.535  0.1273
46 H -3.905 -0.328 -1.104  0.1556
47 H -4.397 2.622 -0.317  0.1102
48 H -2.569 4.549 0.194  0.0981
49 H -0.147 3.398 -0.093  0.1030
50 H -4.226 -3.745 -1.672  0.1125
51 H -5.201 -5.030 0.196  0.1080
52 H -4.171 -4.926 2.439  0.1070
53 H -2.161 -3.531 2.809  0.1065
54 H -1.191 -2.242 0.947  0.0981

- Orbital gap: 0.2022 Eh
- Net charge: +1
- HOMO level: -10.60 eV

=====

(2)
One molecule with the formula C24H23N5O3S2 at a distorted geometry. Source: the OMol25 dataset; level of theory: ωB97M-V/def2-TZVPD.

Each line ends with the Löwdin charge.
Atoms and positions in Å:
1 C -1.466 -3.277 -0.239  -0.0928
2 C -0.697 -3.036 1.054  -0.2094
3 H 0.278 -2.593 0.838  0.0748
4 H -0.529 -3.985 1.564  0.1144
5 C -1.469 -2.123 2.010  -0.1435
6 N -1.621 -0.791 1.486  -0.0033
7 C -0.727 0.217 1.536  -0.5749
8 N -1.152 1.331 0.957  0.1431
9 C -2.385 1.023 0.500  -0.2240
10 C -2.712 -0.288 0.804  -0.0640
11 C -3.981 -0.854 0.468  -0.3752
12 O -4.391 -1.968 0.728  0.0715
13 N -4.771 0.060 -0.240  0.0342
14 C -4.470 1.373 -0.568  -0.4342
15 O -5.242 2.079 -1.180  0.0722
16 N -3.234 1.845 -0.170  0.0178
17 C -2.879 3.226 -0.414  0.0001
18 H -3.019 3.818 0.492  0.1015
19 H -3.527 3.607 -1.201  0.0922
20 H -1.833 3.274 -0.711  0.0764
21 C -6.079 -0.436 -0.638  -0.0042
22 H -6.573 0.334 -1.224  0.0869
23 H -5.955 -1.346 -1.225  0.0983
24 H -6.666 -0.673 0.249  0.1006
25 S 0.812 0.047 2.316  1.0536
26 C 1.457 1.739 2.075  -0.3056
27 C 2.868 1.697 1.512  -0.4830
28 O 3.796 2.173 2.126  0.0930
29 N 3.026 1.034 0.328  0.0365
30 C 4.318 0.588 -0.057  -0.1943
31 C 4.499 -0.757 -0.370  -0.4322
32 C 5.755 -1.235 -0.704  -0.0998
33 C 6.835 -0.370 -0.723  -0.0824
34 C 6.655 0.971 -0.430  -0.0692
35 C 5.399 1.454 -0.105  0.0006
36 H 5.254 2.494 0.138  0.1183
37 H 7.495 1.647 -0.450  0.1049
38 H 7.815 -0.746 -0.972  0.1042
39 H 5.877 -2.282 -0.935  0.1029
40 S 3.118 -1.870 -0.344  1.0435
41 C 1.889 -0.725 -0.899  -0.4606
42 C 0.867 -1.154 -1.732  -0.1029
43 C -0.061 -0.245 -2.205  -0.0747
44 C 0.055 1.097 -1.880  -0.0808
45 C 1.071 1.526 -1.045  -0.0209
46 C 1.972 0.611 -0.514  -0.2520
47 H 1.174 2.573 -0.801  0.1266
48 H -0.644 1.812 -2.286  0.1030
49 H -0.860 -0.579 -2.850  0.1106
50 H 0.816 -2.195 -2.006  0.1060
51 H 1.504 2.224 3.049  0.0922
52 H 0.732 2.236 1.434  0.0593
53 H -2.473 -2.523 2.169  0.1284
54 H -0.941 -2.052 2.965  0.1141
55 H -1.569 -2.352 -0.803  0.0553
56 H -0.945 -4.002 -0.859  0.0740
57 H -2.462 -3.654 -0.021  0.0729

- Orbital gap: 0.3175 Eh
- Structure (SMILES): CCCn1c(SCC(=O)N2c3ccccc3Sc3ccccc32)nc2c1c(=O)n(C)c(=O)n2C
- HOMO level: -8.11 eV

=====

(3)
C24H24As2CsF6N6O7S2 as an isolated structure. Source: the OMol25 dataset; level of theory: ωB97M-V/def2-TZVPD.

Each line ends with the Löwdin charge.
Atoms and positions in Å:
1 Cs -1.179 1.454 -0.652  1.0770
2 N 2.846 -0.661 -0.445  0.1255
3 C 1.745 -0.310 0.230  -0.2236
4 N 0.947 -1.093 0.884  0.1309
5 C 1.205 -2.459 0.819  -0.3087
6 N 0.357 -3.356 1.168  0.0515
7 N -0.870 -2.894 1.612  0.0328
8 C -1.789 -2.973 0.742  -0.1031
9 C -3.167 -2.542 1.040  -0.2662
10 C -3.477 -1.811 2.185  -0.0202
11 C -4.776 -1.377 2.365  -0.0811
12 C -5.725 -1.700 1.407  -0.0725
13 C -5.325 -2.444 0.310  -0.1550
14 N -4.077 -2.859 0.115  0.1033
15 C 2.501 -2.908 0.276  -0.0839
16 C 2.947 -4.227 0.356  -0.0345
17 C 4.118 -4.608 -0.268  -0.1067
18 C 4.854 -3.673 -0.999  -0.0999
19 C 4.436 -2.362 -1.082  -0.0044
20 C 3.262 -1.976 -0.428  -0.1717
21 H 3.193 -0.005 -1.172  0.0829
22 H 1.553 0.760 0.232  0.0839
23 H -1.604 -3.326 -0.274  0.1282
24 H -2.691 -1.570 2.886  0.0924
25 H -5.034 -0.756 3.212  0.0957
26 H -6.744 -1.348 1.490  0.0978
27 H -6.038 -2.709 -0.465  0.0962
28 H 2.338 -4.938 0.897  0.1022
29 H 4.456 -5.636 -0.207  0.0881
30 H 5.761 -3.977 -1.508  0.0931
31 H 4.987 -1.623 -1.650  0.1164
32 O -1.204 0.387 -3.322  -0.5130
33 S -0.127 -0.565 -3.615  0.4138
34 O -0.594 -1.708 -4.378  -0.3535
35 O 0.683 -0.914 -2.458  -0.3546
36 C 0.981 0.311 -4.767  -0.1928
37 C 0.805 -0.084 -6.094  -0.0764
38 C 1.545 0.458 -7.130  -0.0981
39 C 2.493 1.428 -6.849  -0.0999
40 C 2.675 1.836 -5.540  -0.0823
41 C 1.938 1.297 -4.484  -0.1943
42 S 2.484 1.964 -2.881  0.4701
43 O 1.348 2.038 -1.978  -0.4775
44 O 3.043 3.261 -3.207  -0.3428
45 O 3.515 1.005 -2.449  -0.3528
46 H 0.069 -0.852 -6.283  0.0978
47 H 1.383 0.120 -8.147  0.0916
48 H 3.089 1.867 -7.641  0.0912
49 H 3.402 2.599 -5.303  0.0987
50 O -0.511 4.581 0.197  0.0320
51 C 0.116 4.260 1.145  -0.5792
52 N 0.781 3.941 2.099  -0.0387
53 F -2.718 3.192 1.915  -0.2910
54 As -4.276 2.471 2.252  0.7149
55 F -5.056 3.645 1.256  -0.2463
56 F -4.088 1.416 0.875  -0.2998
57 F -5.797 1.719 2.620  -0.2558
58 F -3.457 1.295 3.256  -0.2627
59 F -4.444 3.507 3.638  -0.2609
60 C 1.940 2.234 4.096  -0.2819
61 As 0.174 2.225 3.302  1.1458
62 C -0.435 0.380 3.728  -0.2560
63 C -0.845 3.272 4.569  -0.2567
64 H 1.948 1.633 5.006  0.0256
65 H 2.196 3.269 4.309  0.0192
66 H 2.662 1.831 3.387  0.0256
67 H -0.511 0.297 4.815  0.0289
68 H 0.273 -0.332 3.310  0.0016
69 H -1.409 0.229 3.273  -0.0150
70 H -0.682 2.865 5.569  0.0296
71 H -1.902 3.228 4.317  0.0014
72 H -0.493 4.300 4.514  0.0279

- Orbital gap (spin up / spin down): 0.2655 / 0.2426 Eh
- 2S+1: 2
- Net charge: -2
- HOMO level (spin up / spin down): -3.39 / -3.47 eV

=====

The calculation returns the following ΔE to the lowest compared entry with this formula, charge and spin values, one per record and in order: 0.6288, 0.0318, 0.4170 eV.